The following is a quantum chemistry calculation of a cluster of 2 separate species, C7H6O in total in a non-equilibrium geometry, from OMol25.

Last column: Löwdin charge in e.
Element x y z (Å)
C 1.8121 1.4544 1.8576  -0.0104
C -0.5384 -0.4309 -0.0212  -0.0361
C -0.4652 -0.7902 1.2302  -0.0203
C -0.6399 -0.9614 2.4788  -0.2281
C 2.3309 0.6840 1.1448  -0.0203
C -0.6281 0.0670 -1.1906  -0.1975
C -1.2662 -0.3889 -2.4530  -0.1112
O -0.6660 -1.2767 3.5966  0.1569
H 1.4593 2.3007 2.4835  0.0551
H 2.6839 -0.2287 0.8085  0.0184
H -0.1092 1.0063 -1.3046  0.1176
H -1.7668 0.4345 -2.9529  0.0548
H -1.8784 -1.3615 -2.4681  0.1007
H -0.3280 -0.5084 -3.2097  0.1203

Properties
**HOMO energy**: -8.185 eV
**E_LUMO**: -0.3 eV
**DFT total energy**: -345.35722 a.u.
**Multiplicity**: 1
**SMILES string**: CC=C=C=C=O.C#C